Entry from the Open Molecules 2025 dataset: a molecular structure, C61H41Cl4MnN5O6S in a non-equilibrium geometry (the ωB97M-V functional and the def2-TZVPD basis).

Results
- Frontier orbital gap (alpha / beta): 4.3 / 4.3 eV
- ⟨S²⟩: 8.769
- Spin multiplicity: 6
- Net charge: -2
- F_max: 0.0220 hartree/bohr
- Electronic energy: -175903.1262 eV

CARTESIAN COORDINATES (ANGSTROEM)
Mn1 0.13730 0.68195 -0.14630
C1 -4.80956 -3.53419 -7.76006
O1 -4.23646 -2.24894 -7.68431
C2 -3.55559 -1.94348 -6.53043
C3 -3.17690 -2.88271 -5.58186
C4 -2.50533 -2.46628 -4.43419
C5 -2.21508 -1.12805 -4.20131
C6 -2.56878 -0.21043 -5.19246
C7 -3.22957 -0.60663 -6.34113
C8 -1.52042 -0.67352 -2.96773
C9 -2.08545 -0.94859 -1.73329
C10 -3.21252 -1.81670 -1.49849
C11 -3.31365 -1.97614 -0.15692
C12 -2.30594 -1.12265 0.45264
N1 -1.58994 -0.50551 -0.50999
C13 -2.25789 -0.84449 1.84310
C14 -1.59424 0.26100 2.41105
C15 -1.86240 0.79349 3.73655
C16 -1.18931 1.96455 3.83791
C17 -0.40367 2.09802 2.63610
C18 0.62558 3.01407 2.54890
C19 0.45881 4.28975 3.30169
C20 -0.57115 5.14440 2.92336
C21 -0.71678 6.41231 3.48119
C22 0.17589 6.83353 4.45709
O2 0.13920 8.06802 5.05697
C23 -0.84329 8.96869 4.59552
C24 1.18015 5.97432 4.88688
C25 1.31891 4.72395 4.31049
C26 1.76389 2.90774 1.68334
N2 1.84082 1.99972 0.65076
C27 2.95774 2.31041 0.03756
C28 3.00418 0.39251 -1.65433
C29 3.97563 -0.47780 -1.19357
C30 5.08191 -0.09644 -0.37317
C31 5.94610 -1.04022 0.16379
C32 5.78417 -2.39011 -0.08891
O3 6.65188 -3.32893 0.49030
C33 6.04618 -4.03838 1.54904
C34 4.74639 -2.79473 -0.92661
C35 3.87304 -1.87969 -1.47520
C36 1.88664 0.17448 -2.56344
C37 1.86990 0.10034 -3.97537
C38 0.54824 -0.10105 -4.34665
C39 -0.20413 -0.14368 -3.14106
N3 0.64325 0.04117 -2.07961
C40 3.68442 3.35287 0.59769
C41 2.90105 3.74878 1.68154
N4 -0.68494 1.05156 1.77377
C42 -3.10064 -1.71034 2.71659
C43 -4.22605 -1.23959 3.40315
C44 -4.99932 -2.07538 4.19185
C45 -4.67219 -3.42162 4.31026
O4 -5.48073 -4.17388 5.13248
C46 -5.22033 -5.55746 5.18099
C47 -3.58242 -3.92454 3.61487
C48 -2.80972 -3.06543 2.83491
H1 -5.44449 -3.53859 -8.64354
H2 -5.41823 -3.75293 -6.87769
H3 -4.05028 -4.31500 -7.86584
H4 -3.37820 -3.93539 -5.72545
H5 -2.18281 -3.20371 -3.70875
H6 -2.33134 0.83631 -5.04245
H7 -3.50704 0.11097 -7.10356
H8 -3.83776 -2.26840 -2.25319
H9 -4.03471 -2.57306 0.38108
H10 -2.48797 0.33261 4.48455
H11 -1.15114 2.64146 4.67845
H12 -1.25356 4.81595 2.14923
H13 -1.51304 7.05137 3.12868
H14 -0.74492 9.86709 5.19989
H15 -1.85258 8.56669 4.71924
H16 -0.69093 9.22318 3.54282
H17 1.84732 6.30796 5.67299
H18 2.10319 4.06087 4.65684
H19 5.24344 0.95225 -0.15671
H20 6.77142 -0.72305 0.79510
H21 6.71630 -4.85575 1.82538
H22 5.07722 -4.45316 1.25489
H23 5.88844 -3.39077 2.42077
H24 4.62436 -3.85119 -1.15015
H25 3.07287 -2.22100 -2.12349
H26 2.73130 0.21159 -4.61935
H27 0.16186 -0.22026 -5.34865
H28 4.62456 3.74955 0.24612
H29 3.11272 4.54552 2.37736
H30 -4.50767 -0.19961 3.29221
H31 -5.87484 -1.70721 4.71412
H32 -5.94566 -5.98350 5.87074
H33 -4.21270 -5.76874 5.55147
H34 -5.33972 -6.02370 4.19803
H35 -3.31591 -4.97112 3.66855
H36 -1.95348 -3.46015 2.29749
Cl1 1.66959 5.69161 -5.50619
C49 2.09144 4.55860 -4.26178
C50 3.41214 4.09412 -4.18774
Cl2 4.61321 4.61264 -5.32623
C51 3.72478 3.19417 -3.17764
Cl3 5.32962 2.55884 -3.04124
C52 2.76837 2.76929 -2.27965
O5 3.24311 1.84170 -1.29198
C53 1.39530 3.18339 -2.30064
O6 0.49214 2.80797 -1.52679
C54 1.13900 4.13119 -3.36352
Cl4 -0.49609 4.68486 -3.48124
S1 1.62664 -2.53560 2.95126
C55 1.66181 -1.09362 1.98901
N5 1.25800 -1.20611 0.78297
C56 0.90392 -2.52087 0.49672
C57 0.47229 -2.99733 -0.74105
C58 0.16555 -4.33622 -0.86287
C59 0.28386 -5.21319 0.22563
C60 0.72163 -4.75765 1.45365
C61 1.03263 -3.40414 1.57398
H37 1.98500 -0.15133 2.41799
H38 0.37957 -2.30409 -1.56796
H39 -0.17242 -4.71588 -1.81973
H40 0.03458 -6.26052 0.10398
H41 0.82150 -5.42896 2.29802